[1]
C25H19NO4PdSb | ωB97M-V/def2-TZVPD

Last column: Mulliken charge in e.
Geometry (Å):
Pd1 1.380 -0.833 -0.738  -0.21
O1 2.373 3.942 -0.713  -0.44
C1 2.432 2.602 -0.895  -0.20
O2 3.126 1.897 -0.218  -0.52
C2 1.607 2.150 -2.060  0.88
C3 1.144 3.076 -2.977  -0.20
C4 0.489 2.614 -4.111  -0.62
C5 0.372 1.255 -4.302  -0.27
C6 0.864 0.387 -3.330  0.26
N1 1.430 0.831 -2.207  -0.33
C7 0.817 -1.136 -3.580  0.28
O3 0.352 -1.479 -4.667  -0.73
O4 1.302 -1.856 -2.663  -0.69
H1 2.935 4.122 0.054  0.34
H2 1.296 4.129 -2.797  0.52
H3 0.100 3.313 -4.840  0.42
H4 -0.081 0.812 -5.177  0.52
C8 -3.004 -2.144 3.430  -0.42
C9 -3.243 -0.990 2.698  -0.61
C10 -2.187 -0.292 2.123  -0.08
C11 -0.870 -0.730 2.260  0.14
C12 -0.648 -1.887 3.011  -0.43
C13 -1.698 -2.589 3.585  -0.67
Sb1 0.852 0.328 1.479  0.49
C14 1.288 -2.459 0.373  0.12
C15 0.264 -3.391 0.179  -0.26
C16 0.265 -4.612 0.836  -0.65
C17 1.295 -4.942 1.710  -0.34
C18 2.326 -4.036 1.908  -0.48
C19 2.318 -2.809 1.252  0.07
C20 -0.359 1.893 0.571  -0.15
C21 -1.209 1.632 -0.508  -0.17
C22 -1.962 2.639 -1.095  -0.69
C23 -1.877 3.941 -0.616  -0.52
C24 -1.047 4.220 0.459  -0.51
C25 -0.304 3.201 1.047  -0.61
H5 -3.827 -2.692 3.873  0.35
H6 -4.257 -0.630 2.568  0.36
H7 -2.403 0.606 1.557  0.34
H8 0.361 -2.265 3.134  0.41
H9 -1.493 -3.494 4.146  0.38
H10 -0.548 -3.156 -0.499  0.42
H11 -0.548 -5.311 0.670  0.36
H12 1.292 -5.895 2.227  0.35
H13 3.139 -4.279 2.584  0.34
H14 3.125 -2.109 1.436  0.38
H15 -1.273 0.621 -0.897  0.51
H16 -2.610 2.408 -1.933  0.43
H17 -2.457 4.732 -1.078  0.37
H18 -0.978 5.232 0.842  0.35
H19 0.338 3.435 1.891  0.41

Force components x, y, z for each atom (eV/Å):
-0.1 0.1 0.1
0.0 0.0 0.0
0.0 -0.1 0.0
0.0 0.0 0.0
0.0 0.0 0.0
0.0 0.0 0.0
0.0 0.0 0.0
0.0 0.0 0.0
0.0 0.0 0.0
0.0 0.0 0.0
0.0 0.0 0.0
0.0 0.0 0.0
0.0 0.0 0.0
0.0 0.0 0.0
0.0 0.0 0.0
0.0 0.0 0.0
0.0 0.0 0.0
0.0 0.0 0.0
0.0 0.0 0.0
0.0 0.0 0.0
0.0 0.0 0.0
0.0 0.0 0.0
0.0 0.0 0.0
0.0 0.0 -0.1
0.1 0.0 0.0
0.0 0.0 0.0
0.0 0.0 0.0
0.0 0.0 0.0
0.0 0.0 0.0
0.0 0.0 0.0
0.0 0.0 0.1
0.0 0.0 0.0
0.0 0.0 0.0
0.0 0.0 0.0
0.0 0.0 0.0
0.0 0.0 0.0
0.0 0.0 0.0
0.0 0.0 0.0
0.0 0.0 0.0
0.0 0.0 0.0
0.0 0.0 0.0
0.0 0.0 0.0
0.0 0.0 0.0
0.0 0.0 0.0
0.0 0.0 0.0
0.0 0.0 0.0
0.0 0.0 0.0
0.0 0.0 0.0
0.0 0.0 0.0
0.0 0.0 0.0
0.0 0.0 0.0

Values from the calculation:
* spin multiplicity: 1
* lowest unoccupied orbital energy: 0.08832 hartree
* energy relative to the best compared isomer or geometry (same formula, charge and spin): 0.000 eV
* DFT total energy: -45933.6754 eV
* total charge: -1

[2]
C30H27N6O4S4Ti | ωB97M-V/def2-TZVPD

Last column: Mulliken charge in e.
Geometry (Å):
Ti1 0.006 0.536 0.102  -0.57
O1 -0.653 0.423 4.537  -0.81
C1 -0.638 -0.920 4.637  0.56
C2 -0.505 -1.472 5.916  -0.70
C3 -0.462 -2.841 6.086  -0.27
C4 -0.555 -3.696 4.987  -0.83
C5 -0.697 -3.148 3.724  -0.68
C6 -0.746 -1.768 3.528  0.01
C7 -0.835 -1.211 2.157  1.36
O2 -0.592 0.064 1.980  -0.43
N1 -1.118 -1.992 1.159  -2.00
N2 -1.034 -1.219 0.006  1.99
C8 -1.441 -1.691 -1.165  -1.36
C9 -1.366 -0.745 -2.225  1.35
C10 -1.817 -0.982 -3.537  -1.15
C11 -1.805 0.044 -4.442  -0.73
C12 -1.343 1.307 -4.045  -1.16
C13 -0.863 1.455 -2.770  -0.71
N3 -0.839 0.460 -1.865  1.76
H1 -0.661 0.652 3.576  0.36
H2 -0.432 -0.792 6.756  0.44
H3 -0.348 -3.251 7.083  0.37
H4 -0.512 -4.769 5.117  0.39
H5 -0.774 -3.779 2.847  0.44
H6 -1.832 -2.694 -1.284  0.26
H7 -2.200 -1.963 -3.792  0.49
H8 -2.161 -0.116 -5.454  0.41
H9 -1.327 2.150 -4.722  0.52
H10 -0.465 2.403 -2.431  0.40
C14 3.448 2.891 1.417  -1.39
C15 2.630 1.647 1.504  0.35
O3 1.453 1.610 1.143  -0.16
N4 3.195 0.553 2.050  -0.03
C16 2.439 -0.681 2.247  -0.90
C17 2.270 -1.502 0.988  1.11
C18 2.808 -2.782 0.910  -1.03
C19 2.716 -3.481 -0.278  -0.57
C20 2.153 -2.858 -1.374  -1.61
C21 1.650 -1.576 -1.215  0.11
N5 1.646 -0.934 -0.049  0.97
H11 2.771 3.736 1.541  0.12
H12 3.875 2.943 0.414  0.28
H13 4.234 2.906 2.173  0.43
H14 4.196 0.544 2.147  0.25
H15 1.472 -0.396 2.647  -0.25
H16 2.954 -1.273 3.000  0.52
H17 3.282 -3.212 1.783  0.46
H18 3.115 -4.486 -0.355  0.40
H19 2.111 -3.331 -2.346  0.51
H20 1.268 -1.019 -2.060  0.51
S1 0.043 4.326 1.613  -0.45
C22 -1.077 3.590 0.599  -0.05
N6 -1.409 2.296 0.411  0.70
C23 -2.645 2.215 -0.274  -0.52
C24 -3.423 1.066 -0.380  -0.05
C25 -4.598 1.092 -1.113  -0.76
C26 -5.034 2.264 -1.732  -0.65
C27 -4.306 3.435 -1.573  -0.43
C28 -3.132 3.400 -0.826  0.80
S2 -2.079 4.690 -0.363  -0.35
H21 -3.105 0.158 0.112  0.24
H22 -5.188 0.186 -1.197  0.41
H23 -5.948 2.266 -2.313  0.37
H24 -4.651 4.365 -2.008  0.40
C29 1.973 0.038 -5.078  -1.03
O4 1.775 0.476 -3.740  0.01
C30 2.702 1.271 -3.155  0.18
S3 4.155 1.597 -3.922  -0.37
S4 2.255 1.753 -1.577  -0.22
H25 1.056 -0.491 -5.332  0.26
H26 2.835 -0.624 -5.153  0.33
H27 2.131 0.882 -5.747  0.36

Force components x, y, z for each atom (eV/Å):
0.2 1.5 0.2
0.0 -0.1 0.0
0.0 0.2 0.1
0.0 0.0 0.0
0.0 0.0 0.0
0.0 0.1 0.0
0.0 -0.1 0.0
0.0 0.0 -0.2
-0.1 0.0 0.1
0.0 -0.5 0.6
-0.1 0.0 -0.7
-0.2 -0.3 0.0
0.0 0.1 0.1
0.0 -0.3 0.1
-0.1 0.0 0.0
0.0 0.0 -0.1
0.0 0.0 -0.1
0.0 0.0 0.3
-0.3 -0.1 -0.6
0.0 0.0 0.0
0.0 0.0 0.0
0.0 0.0 0.0
0.0 0.0 0.0
0.0 0.0 0.0
0.0 0.0 0.0
0.0 0.0 0.0
0.0 0.0 0.0
0.0 0.0 0.0
0.1 0.0 0.0
0.1 0.0 0.0
-0.2 -0.2 0.2
0.1 0.1 0.1
0.1 -0.1 -0.2
0.0 0.1 -0.1
0.2 -0.1 0.3
0.0 0.3 0.1
0.1 -0.2 0.0
0.0 0.3 -0.1
0.2 -0.2 -0.4
0.3 -0.4 0.1
0.0 0.0 0.0
0.0 0.0 0.0
0.0 0.0 0.0
0.0 0.0 0.1
-0.1 0.0 0.0
0.0 0.0 0.0
0.0 0.0 0.0
0.0 0.0 0.0
0.0 0.0 0.0
-0.1 0.0 0.0
-0.1 -0.2 -0.2
0.1 -0.3 0.0
-0.5 0.8 -0.4
0.4 -0.3 0.4
0.0 -0.2 -0.1
0.0 0.0 0.0
0.1 0.0 0.1
0.0 0.0 0.1
-0.1 0.1 -0.2
0.0 0.3 0.0
0.0 0.0 0.0
0.0 0.0 0.0
0.0 0.0 0.0
0.0 0.0 0.0
-0.1 0.0 0.0
-0.1 0.0 -0.1
0.3 -0.3 0.3
-0.2 0.1 0.1
0.0 0.1 -0.4
0.0 0.0 0.0
0.0 0.0 0.0
0.0 0.0 0.0

Values from the calculation:
* spin multiplicity: 3
* lowest unoccupied orbital energy (alpha / beta): 0.08276 / 0.06611 hartree
* energy relative to the best compared isomer or geometry (same formula, charge and spin): 0.883 eV
* DFT total energy: -115141.5104 eV
* <S²>: 2.016
* total charge: -1

[3]
C3H12N2O | ωB97M-V/def2-TZVPD

Last column: Mulliken charge in e.
Geometry (Å):
C1 1.802 -0.739 0.119  -0.38
C2 0.534 0.043 0.125  -0.47
C3 -0.592 -1.039 0.236  -0.65
N1 -1.868 -0.333 -0.277  -0.64
N2 2.994 0.224 0.133  -0.64
H1 1.708 -1.317 1.062  0.23
H2 1.954 -1.445 -0.760  0.24
H3 0.385 0.847 0.842  0.29
H4 0.509 0.492 -0.867  0.34
H5 -0.868 -1.280 1.254  0.32
H6 -0.185 -2.026 -0.284  0.25
H7 -1.827 -0.557 -1.347  0.24
H8 -2.682 -0.911 0.035  0.27
H9 3.828 0.019 -0.473  0.26
H10 2.588 1.206 -0.395  0.26
H11 -2.554 1.473 0.109  0.44
H12 -3.180 2.891 0.538  0.33
O1 -2.544 2.453 -0.051  -0.67

Force components x, y, z for each atom (eV/Å):
2.7 0.3 0.3
-1.2 -1.6 -1.4
-0.3 1.0 -1.0
0.4 -3.1 -2.3
-1.5 3.2 -2.1
1.1 -0.1 -0.4
-0.8 0.7 1.0
0.5 -0.3 0.3
-0.7 0.3 -0.2
0.6 -0.2 0.4
-1.4 1.9 0.7
-0.4 1.0 2.3
0.8 0.5 -0.4
-1.4 -0.5 0.8
1.5 -3.5 2.0
0.2 1.0 -0.1
0.3 -0.5 -0.3
-0.3 -0.4 0.3

Values from the calculation:
* spin multiplicity: 1
* lowest unoccupied orbital energy: 0.03115 hartree
* energy relative to the best compared isomer or geometry (same formula, charge and spin): 1.576 eV
* DFT total energy: -8331.7464 eV
* total charge: 0
* SMILES string: NCCCN.O